C41H51Cl4GeNO3OsSSi3 | wB97M-V/def2-TZVPD

Structure (XYZ):
```
106
Properties=species:S:1:pos:R:3:forces:R:3
Os 0.8186 -0.0557 -0.2603 0.6150 -0.2054 0.1573
Cl -5.3751 1.6166 1.8408 0.0292 -0.0151 0.0169
C -4.1437 0.7324 1.0282 -0.1220 -0.1397 -0.0106
C -4.2696 -0.6392 0.8376 -0.1752 0.1423 0.1005
Cl -5.7165 -1.4472 1.3165 0.0229 0.0475 -0.0223
C -3.2459 -1.3613 0.2193 -0.0687 -0.1355 -0.1063
Cl -3.3863 -3.0706 0.0578 0.2131 -0.0469 0.0592
C -2.1364 -0.7043 -0.2880 -0.9855 0.8267 0.4142
O -1.1280 -1.3020 -0.9117 1.3563 0.2283 -0.2942
C -2.0699 0.7082 -0.2011 -0.9823 -0.6964 0.3498
O -1.0778 1.2834 -0.8585 1.1289 0.0539 -0.3878
C -3.0379 1.4025 0.5064 0.0754 0.0815 -0.1489
Cl -2.8906 3.1083 0.6382 -0.0289 0.0463 -0.2461
O 0.0676 -0.2271 1.9795 -0.8910 0.2021 -1.7005
S 0.8875 -0.4179 3.2182 0.2140 -0.2673 1.6439
C 0.4126 -2.1083 3.8355 0.0773 0.5214 -0.0925
C -0.9827 -2.1606 4.3487 -0.1930 -0.0910 0.0435
C -1.2269 -2.3865 5.7002 0.1129 -0.0876 -0.1896
C -2.5191 -2.3605 6.1926 -0.0218 0.0468 0.0808
C -3.5758 -2.0846 5.3424 -0.0463 -0.0125 0.1035
C -3.3395 -1.8519 3.9991 -0.0081 0.0690 0.0021
C -2.0514 -1.8901 3.4995 0.0419 -0.1398 0.0548
C 0.0910 0.5769 4.5563 0.0791 -0.2453 -0.2763
C -0.4061 1.8871 4.0465 0.0660 0.1593 -0.1878
C 0.4911 2.8536 3.6080 -0.0159 -0.0326 0.0532
C 0.0380 4.1009 3.2181 0.0338 0.0603 -0.0655
C -1.3165 4.3894 3.2579 0.0289 0.0444 0.0871
C -2.2199 3.4176 3.6550 0.0598 0.0713 0.1349
C -1.7676 2.1653 4.0318 0.0459 -0.0539 0.0838
H 1.1429 -2.3490 4.6079 0.0653 -0.0521 -0.0255
H 0.5644 -2.7553 2.9707 0.1286 0.0726 -0.0402
H -0.3970 -2.5905 6.3615 0.0823 -0.0138 0.1078
H -2.6969 -2.5390 7.2410 -0.0308 -0.0411 0.1276
H -4.5839 -2.0501 5.7239 -0.1193 -0.0103 0.0593
H -4.1646 -1.6341 3.3447 -0.1182 0.0012 -0.0848
H -1.8699 -1.6926 2.4556 0.0293 -0.0062 -0.1426
H 0.8998 0.7127 5.2775 0.0108 -0.0569 0.0288
H -0.7145 0.0055 5.0100 0.0400 0.0215 -0.0158
H 1.5502 2.6304 3.5939 0.1163 0.0090 0.0248
H 0.7452 4.8515 2.8959 0.0361 0.0680 -0.0162
H -1.6664 5.3719 2.9795 -0.0438 0.0913 -0.0493
H -3.2771 3.6349 3.6723 -0.0855 -0.0009 -0.0045
H -2.4726 1.4064 4.3403 -0.0780 -0.1041 0.0652
C 4.0020 -1.0392 3.6416 0.0835 -0.1216 -0.0837
C 3.4521 -1.9461 2.7492 0.1984 -0.1028 0.1710
C 3.0494 -1.5319 1.4943 0.2134 0.3258 -0.3874
C 3.2334 -0.2010 1.0898 0.4670 -0.4228 0.8754
C 3.8140 0.7012 1.9896 -0.1832 -0.1501 -0.2552
C 4.1756 0.2811 3.2546 0.0811 -0.0469 0.0972
N 2.8162 0.1869 -0.1909 -1.6151 -0.0814 0.4842
C 3.7433 0.5730 -1.1200 0.7903 0.3340 -1.1794
C 3.3159 1.0442 -2.3747 -0.1135 -0.1123 0.4932
C 4.2207 1.3654 -3.3622 0.0887 0.0242 -0.0716
C 5.5836 1.2434 -3.1337 0.0765 0.0058 -0.0673
C 6.0251 0.7912 -1.8988 0.0085 0.0393 -0.2831
C 5.1295 0.4460 -0.9100 -0.5529 -0.0371 0.2669
H 4.3003 -1.3553 4.6294 0.0588 -0.0606 0.0792
H 3.3350 -2.9815 3.0292 -0.0234 -0.1353 0.0618
H 2.6054 -2.2300 0.7922 0.0556 -0.0622 -0.0188
H 3.9880 1.7217 1.6829 -0.0565 0.1253 -0.0710
H 4.6057 0.9847 3.9498 0.0785 0.1220 0.0628
H 2.2484 1.1246 -2.5538 0.0496 0.0625 -0.0398
H 3.8615 1.7120 -4.3211 -0.0122 0.0392 -0.0880
H 6.2893 1.4867 -3.9127 0.0674 0.0541 -0.0393
H 7.0820 0.6864 -1.7088 0.1180 -0.0176 0.0056
H 5.4946 0.0544 0.0275 0.0365 0.0017 0.0657
C -2.3689 -0.6111 -5.5860 0.1669 0.1532 0.8676
Si -2.5999 -0.7290 -3.6841 -0.6011 -0.1214 -0.7765
C -4.0353 0.4225 -3.1479 0.6744 -0.3100 -0.0438
C -3.0089 -2.5643 -3.3258 0.4612 0.6173 0.1070
Ge -0.3861 -0.0525 -2.4815 -0.8769 -0.7459 -0.1750
Si 1.4674 -2.1301 -2.9709 0.3426 -0.3317 -0.0769
C 0.5456 -3.6347 -2.2225 0.1502 0.7417 -0.3038
C 3.3120 -2.3063 -2.4775 -0.8481 0.5454 -0.0718
C 1.3932 -1.8789 -4.8748 -0.1968 -0.0623 0.8449
Si -0.3931 2.7445 -3.1296 -0.0130 0.5594 -0.3283
C 0.8911 3.5174 -1.9514 -0.4013 -0.5113 -0.4695
C 0.1721 2.5570 -4.9557 -0.2716 -0.0877 0.8693
C -2.1189 3.5408 -2.9833 0.6331 -0.6661 0.1328
H -3.2779 -0.9673 -6.0602 -0.2840 -0.1055 0.0027
H -1.5573 -1.2348 -5.9453 0.1685 -0.1374 0.0064
H -2.1943 0.3969 -5.9432 0.0340 0.2620 -0.0183
H -4.9565 -0.1443 -3.0497 -0.0766 -0.2675 0.0083
H -4.2191 1.1923 -3.8911 0.0845 0.1330 -0.1457
H -3.8475 0.9019 -2.1920 0.0000 0.1045 0.1411
H -4.0460 -2.6755 -3.0222 -0.1685 0.1470 0.0849
H -2.3973 -2.9722 -2.5292 0.0720 -0.0771 0.1195
H -2.8653 -3.1756 -4.2125 0.1248 0.0489 -0.2179
H 0.0583 -3.3462 -1.2951 -0.0955 0.0461 0.0901
H 1.2489 -4.4314 -1.9936 0.2299 -0.0331 -0.0929
H -0.2168 -4.0328 -2.8854 -0.1262 0.0056 -0.1296
H 3.4653 -2.2246 -1.4063 0.0066 0.0117 0.1413
H 3.9398 -1.5694 -2.9683 0.0608 0.1244 -0.0503
H 3.6489 -3.2921 -2.7870 -0.1441 -0.2644 -0.1506
H 0.4479 -2.2059 -5.2923 -0.2310 -0.0823 -0.0323
H 2.1853 -2.4423 -5.3563 0.2180 -0.1921 -0.0049
H 1.5290 -0.8345 -5.1424 0.0669 0.1825 0.0376
H 1.8747 3.5875 -2.4067 0.0986 -0.0995 -0.1168
H 0.9724 2.9300 -1.0377 -0.0006 -0.0189 0.0893
H 0.5836 4.5202 -1.6662 -0.2429 0.1258 -0.0051
H 1.0363 1.9096 -5.0611 0.1996 -0.1010 0.0733
H 0.4405 3.5333 -5.3477 0.0680 0.3129 0.0039
H -0.6181 2.1618 -5.5867 -0.1899 -0.0747 0.0217
H -2.4115 3.6205 -1.9390 0.0678 -0.0424 0.0652
H -2.8913 2.9828 -3.5036 -0.0068 -0.1159 -0.1149
H -2.1065 4.5452 -3.4024 0.2369 0.1338 -0.1520
```
Forces are in eV/Å.

Computed properties:
highest occupied orbital energy (spin up / spin down) = -9.76 / -10.27 eV
net charge = +1
⟨S²⟩ = 8.79
spin multiplicity = 6